No. 1
The following is a quantum chemistry calculation of a cluster of 9 separate species, C45H50F9NO26 in total in a non-equilibrium geometry, from OMol25.

CARTESIAN COORDINATES (ANGSTROEM)
C (3.93, 5.86, -4.16)
C (3.26, 5.78, -5.17)
C (2.15, 5.37, -6.08)
C (1.02, 6.22, -6.16)
C (0.91, 7.56, -5.38)
C (0.82, 8.71, -6.45)
F (-0.23, 7.58, -4.56)
C (-0.10, 5.87, -6.98)
C (-0.03, 4.66, -7.69)
C (1.13, 3.83, -7.63)
C (2.24, 4.15, -6.83)
C (3.46, 3.22, -6.79)
C (3.81, 2.71, -5.33)
C (3.61, 1.15, -5.28)
C (2.75, 0.79, -3.99)
C (1.27, 0.53, -4.47)
C (0.24, 0.83, -3.31)
C (0.75, 0.43, -1.89)
C (1.21, -1.07, -1.78)
C (0.07, -1.96, -1.17)
C (0.85, 2.61, -8.53)
O (1.52, 1.65, -8.81)
N (-0.49, 2.78, -9.02)
C (-1.10, 4.02, -8.61)
O (-2.19, 4.40, -8.91)
H (4.48, 5.95, -3.23)
H (1.84, 7.76, -4.80)
H (1.52, 9.54, -6.24)
H (1.06, 8.27, -7.44)
H (-0.23, 9.06, -6.55)
H (-1.00, 6.51, -7.02)
H (3.25, 2.40, -7.50)
H (4.37, 3.73, -7.20)
H (4.89, 2.90, -5.14)
H (3.21, 3.25, -4.58)
H (3.03, 0.77, -6.15)
H (4.59, 0.64, -5.19)
H (3.17, -0.16, -3.60)
H (2.83, 1.56, -3.22)
H (1.14, -0.51, -4.85)
H (1.08, 1.19, -5.35)
H (-0.69, 0.26, -3.53)
H (0.04, 1.92, -3.36)
H (-0.09, 0.60, -1.19)
H (1.59, 1.07, -1.57)
H (1.46, -1.50, -2.77)
H (2.15, -1.10, -1.19)
H (-0.57, -2.27, -2.02)
H (0.54, -2.84, -0.70)
H (-0.54, -1.35, -0.47)
H (-1.06, 2.07, -8.55)
C (2.50, -0.56, 3.46)
C (2.30, -1.69, 2.49)
O (2.17, -1.02, 1.25)
C (2.91, 0.13, 1.36)
O (3.25, 0.80, 0.45)
O (3.20, 0.40, 2.66)
F (1.14, -2.35, 2.74)
H (1.55, -0.13, 3.80)
H (3.08, -0.86, 4.32)
H (3.12, -2.40, 2.44)
C (-1.30, 6.10, -1.83)
C (-1.39, 6.76, -0.48)
O (-1.28, 5.66, 0.41)
C (-0.53, 4.72, -0.24)
O (-0.02, 3.79, 0.29)
O (-0.44, 4.99, -1.57)
F (-2.59, 7.35, -0.30)
H (-2.27, 5.74, -2.18)
H (-0.87, 6.76, -2.59)
H (-0.59, 7.48, -0.28)
C (-1.54, -5.68, -3.88)
C (-2.28, -6.61, -2.96)
O (-1.46, -6.65, -1.81)
C (-0.82, -5.44, -1.77)
O (-0.26, -5.02, -0.81)
O (-0.91, -4.79, -2.96)
F (-2.36, -7.86, -3.48)
H (-0.78, -6.19, -4.46)
H (-2.20, -5.14, -4.55)
H (-3.28, -6.26, -2.68)
C (-0.42, -5.91, 4.16)
C (-0.30, -4.42, 4.34)
O (0.24, -4.31, 5.65)
C (0.97, -5.45, 5.85)
O (1.77, -5.59, 6.72)
O (0.67, -6.40, 4.93)
F (-1.51, -3.82, 4.32)
H (-1.36, -6.30, 4.56)
H (-0.34, -6.21, 3.11)
H (0.37, -3.94, 3.63)
C (-4.03, 5.84, 2.96)
C (-3.27, 4.83, 3.77)
O (-4.29, 3.98, 4.25)
C (-5.29, 4.02, 3.32)
O (-6.18, 3.25, 3.26)
O (-5.13, 5.07, 2.47)
F (-2.65, 5.41, 4.82)
H (-4.41, 6.67, 3.56)
H (-3.44, 6.25, 2.14)
H (-2.55, 4.24, 3.19)
C (3.83, -3.19, 8.71)
C (4.87, -2.24, 8.20)
O (4.73, -2.36, 6.79)
C (3.43, -2.70, 6.57)
O (2.90, -2.63, 5.51)
O (2.82, -3.12, 7.70)
F (6.11, -2.62, 8.56)
H (4.20, -4.22, 8.78)
H (3.43, -2.90, 9.68)
H (4.71, -1.20, 8.49)
C (-5.37, -7.04, 3.05)
C (-4.36, -6.15, 3.71)
O (-3.31, -6.09, 2.76)
C (-3.90, -6.27, 1.54)
O (-3.38, -6.02, 0.51)
O (-5.17, -6.75, 1.66)
F (-3.88, -6.70, 4.85)
H (-5.17, -8.10, 3.23)
H (-6.39, -6.82, 3.35)
H (-4.72, -5.14, 3.92)
C (-2.42, -3.55, 7.86)
C (-1.63, -4.50, 8.70)
O (-2.62, -5.35, 9.25)
C (-3.64, -5.37, 8.34)
O (-4.52, -6.16, 8.34)
O (-3.52, -4.36, 7.43)
F (-0.99, -3.86, 9.71)
H (-2.80, -2.70, 8.44)
H (-1.85, -3.17, 7.01)
H (-0.91, -5.10, 8.13)

2S+1: 1
Lowest unoccupied orbital energy in eV: -0.76
Kohn-Sham gap in Eh: 0.3229


No. 2
The following is a quantum chemistry calculation of a structure of composition C45H50MnN10O2P, from OMol25.

CARTESIAN COORDINATES (ANGSTROEM)
Mn (0.31, -1.25, 1.24)
O (1.88, 1.59, 3.64)
C (1.97, 0.73, 2.76)
N (1.35, -0.48, 2.77)
C (1.03, -1.05, 4.02)
C (1.64, -0.69, 5.23)
C (1.36, -1.37, 6.40)
C (0.45, -2.41, 6.39)
C (-0.15, -2.79, 5.21)
C (0.14, -2.14, 4.01)
N (-0.29, -2.56, 2.74)
C (-1.26, -3.51, 2.67)
O (-2.18, -3.67, 3.48)
C (-1.14, -4.55, 1.58)
C (-2.22, -5.39, 1.33)
C (-2.07, -6.44, 0.44)
C (-0.84, -6.62, -0.17)
C (0.17, -5.73, 0.13)
N (0.04, -4.73, 0.99)
C (2.93, 1.03, 1.63)
C (3.47, 2.31, 1.58)
C (4.50, 2.58, 0.69)
C (4.94, 1.55, -0.13)
C (4.32, 0.32, -0.02)
N (3.35, 0.05, 0.84)
H (2.35, 0.13, 5.24)
H (1.86, -1.07, 7.32)
H (0.22, -2.94, 7.31)
H (-0.87, -3.60, 5.21)
H (-3.16, -5.20, 1.83)
H (-2.89, -7.12, 0.24)
H (-0.67, -7.44, -0.87)
H (1.15, -5.82, -0.34)
H (3.09, 3.06, 2.26)
H (4.95, 3.56, 0.64)
H (5.74, 1.71, -0.84)
H (4.62, -0.50, -0.67)
C (3.32, -3.07, -1.67)
C (2.76, -2.59, -0.48)
N (1.48, -2.33, -0.35)
C (0.65, -2.62, -1.39)
C (1.12, -3.14, -2.63)
C (2.52, -3.31, -2.75)
C (0.20, -3.51, -3.62)
C (-1.15, -3.45, -3.36)
C (-1.65, -2.98, -2.13)
C (-3.04, -3.00, -1.77)
C (-3.42, -2.51, -0.53)
C (-2.47, -2.00, 0.34)
N (-1.15, -1.98, 0.03)
C (-0.75, -2.49, -1.16)
H (4.39, -3.26, -1.72)
H (3.36, -2.40, 0.40)
H (2.92, -3.68, -3.69)
H (0.56, -3.88, -4.57)
H (-1.86, -3.79, -4.11)
H (-3.75, -3.43, -2.46)
H (-4.45, -2.54, -0.21)
H (-2.76, -1.60, 1.30)
N (0.00, 0.43, 0.42)
P (-0.46, 1.68, -0.33)
N (0.49, 2.02, -1.68)
C (0.42, 3.25, -2.45)
C (0.75, 2.99, -3.92)
C (2.12, 2.32, -4.05)
C (2.13, 1.04, -3.22)
C (1.79, 1.38, -1.77)
N (-0.54, 3.05, 0.66)
C (-0.17, 2.96, 2.06)
C (0.79, 4.08, 2.42)
C (0.18, 5.44, 2.09)
C (-0.25, 5.47, 0.62)
C (-1.20, 4.30, 0.34)
N (-2.00, 1.80, -1.07)
C (-2.26, 1.00, -2.26)
C (-3.47, 1.57, -2.99)
C (-4.69, 1.59, -2.07)
C (-4.35, 2.35, -0.78)
C (-3.12, 1.73, -0.14)
H (1.14, 3.99, -2.06)
H (-0.58, 3.67, -2.36)
H (0.72, 3.94, -4.46)
H (-0.01, 2.33, -4.35)
H (2.89, 3.00, -3.69)
H (2.33, 2.11, -5.10)
H (3.11, 0.56, -3.26)
H (1.39, 0.34, -3.61)
H (2.58, 2.03, -1.37)
H (1.74, 0.47, -1.16)
H (0.27, 1.99, 2.24)
H (-1.07, 3.04, 2.69)
H (1.72, 3.95, 1.85)
H (1.04, 4.01, 3.49)
H (0.88, 6.25, 2.30)
H (-0.71, 5.60, 2.72)
H (0.63, 5.38, -0.01)
H (-0.75, 6.41, 0.38)
H (-1.51, 4.29, -0.70)
H (-2.10, 4.42, 0.96)
H (-2.46, -0.04, -2.00)
H (-1.38, 1.03, -2.90)
H (-3.69, 0.96, -3.88)
H (-3.25, 2.59, -3.32)
H (-4.96, 0.56, -1.82)
H (-5.54, 2.06, -2.57)
H (-5.20, 2.31, -0.08)
H (-4.14, 3.40, -1.01)
H (-3.34, 0.69, 0.12)
H (-2.85, 2.24, 0.79)

Net charge: -1
Expectation value of S²: 8.8185
2S+1: 6
Lowest unoccupied orbital energy (alpha / beta) in eV: 2.51 / 2.50
Kohn-Sham gap (alpha / beta) in Eh: 0.1770 / 0.2489


What did we get for total energy? Answer: -126656.958, -107087.830 eV, in the order shown.